Density functional theory data (wB97M-V/def2-TZVPD) for C31H51BrN4O5PSTc as an isolated structure.

The geometry in XYZ format:
```
95
Properties=species:S:1:pos:R:3:mulliken_charge:R:1
Tc -0.4146 -0.1678 -1.2363 -0.011
C -1.2896 3.7187 -6.3877 -1.116
C -2.2994 2.9119 -5.5822 -0.435
N -2.1617 3.1314 -4.1420 -0.221
C -1.4361 2.3594 -3.3013 0.677
S -1.3442 3.1910 -1.7348 -0.578
N -0.9318 1.2869 -3.8518 -1.027
N -0.3344 0.2494 -3.2142 1.144
C 0.3057 -0.5701 -3.9870 0.339
C 0.6123 -0.2667 -5.4139 -1.844
C 0.6495 -1.8917 -3.4119 1.137
C 1.2889 -2.8663 -4.1584 -0.943
C 1.5476 -4.1006 -3.5835 -0.702
C 1.1739 -4.3272 -2.2729 -1.113
C 0.5394 -3.3055 -1.5882 -0.501
N 0.2668 -2.1275 -2.1474 0.852
H -1.3165 3.4211 -7.4380 0.316
H -0.2781 3.5515 -6.0087 0.290
H -1.5019 4.7894 -6.3342 0.365
H -2.1775 1.8513 -5.7651 0.267
H -3.3179 3.1828 -5.8556 0.407
H -2.4463 4.0250 -3.7772 0.237
H 0.5324 0.7987 -5.5970 0.336
H -0.0909 -0.7790 -6.0783 0.296
H 1.6201 -0.6025 -5.6645 0.550
H 1.5810 -2.6641 -5.1786 0.475
H 2.0422 -4.8747 -4.1563 0.446
H 1.3685 -5.2716 -1.7823 0.463
H 0.2495 -3.4260 -0.5526 0.626
C 5.5018 -1.7606 3.2910 -1.691
C 4.0883 -2.0791 3.7941 2.013
C 4.0589 -1.9068 5.3151 -2.036
C 3.7489 -3.5424 3.4594 -1.572
C 3.0577 -1.1854 3.1024 -0.441
C 3.0895 -1.0130 1.7296 -0.628
C 2.0709 -0.3179 1.1169 0.217
Br 2.1974 -0.2585 -0.7878 -0.058
C 0.9877 0.2516 1.7822 -0.403
O -0.1323 0.6768 1.0726 1.081
C 0.9750 0.1475 3.1888 -0.754
C 2.0055 -0.5863 3.7829 -0.335
C -0.0698 0.8168 4.1024 2.757
C 0.0340 0.3307 5.5538 -2.417
C 0.2259 2.3219 4.1309 -1.381
C -1.5064 0.5268 3.6401 -1.530
H 6.2309 -2.3670 3.8330 0.458
H 5.7483 -0.7073 3.4525 0.394
H 5.6228 -1.9816 2.2272 0.303
H 4.8568 -2.5035 5.7601 0.441
H 3.1162 -2.2500 5.7478 0.359
H 4.2172 -0.8645 5.6057 0.432
H 4.4566 -4.2181 3.9497 0.438
H 3.7976 -3.7205 2.3810 0.344
H 2.7416 -3.7934 3.8023 0.337
H 3.8837 -1.4295 1.1221 0.371
H 1.9802 -0.6940 4.8542 0.360
H 0.9938 0.5794 6.0134 0.464
H -0.1327 -0.7469 5.6392 0.442
H -0.7413 0.8319 6.1365 0.494
H 1.2000 2.5011 4.5953 0.368
H -0.5338 2.8417 4.7252 0.423
H 0.2496 2.7493 3.1386 0.091
H -1.6956 -0.5513 3.6466 0.349
H -1.7243 0.8980 2.6402 -0.033
H -2.2052 0.9907 4.3410 0.488
C -1.6495 4.0543 1.5943 -0.807
O -0.5479 3.3693 0.9839 -0.454
P -0.6195 2.0300 0.0992 0.903
O -2.1180 1.5741 0.5551 0.149
C -3.3822 1.9348 0.0009 -0.975
O 0.9390 2.1871 -0.3377 0.235
C 1.5580 3.3532 -0.8890 -0.969
H -1.2158 4.7405 2.3148 0.307
H -2.3163 3.3655 2.1065 0.285
H -2.1988 4.6234 0.8450 0.348
H -4.1230 1.5104 0.6770 0.236
H -3.5149 1.4995 -0.9854 0.161
H -3.5280 3.0093 -0.0546 0.347
H 1.0993 4.2683 -0.5263 0.322
H 1.5210 3.3364 -1.9766 0.267
H 2.5975 3.3204 -0.5648 0.252
C -3.1180 -2.4191 -2.4600 -1.560
C -3.1208 -1.6562 -1.1425 1.574
C -4.5198 -1.1352 -0.8610 -1.799
C -2.6696 -2.5428 0.0127 -1.338
O -2.2639 -0.5030 -1.2410 -0.217
H -3.7766 -3.2891 -2.4025 0.483
H -2.1116 -2.7630 -2.7043 0.166
H -3.4685 -1.7685 -3.2660 0.350
H -5.2324 -1.9625 -0.8848 0.483
H -4.8139 -0.4010 -1.6155 0.380
H -4.5646 -0.6672 0.1249 0.255
H -3.4185 -3.3059 0.2351 0.462
H -2.5220 -1.9283 0.9052 0.227
H -1.7328 -3.0482 -0.2269 0.045
```

Its net charge is +1. The multiplicity is 4. As for the LUMO energy (alpha / beta): -3.20 / -3.52 eV. Its energy is -141531.448 eV. The value obtained for the energy relative to the best compared isomer or geometry (same formula, charge and spin) is 289.7 kJ/mol. The orbital gap (alpha / beta) is 6.783 / 6.992 eV. As for the max |F|: 0.0136 hartree/bohr.